(1)
24
Properties=species:S:1:pos:R:3 method="wB97M-V/def2-TZVPD" e_lumo_ev=-2.897 e_above_lowest_kcal_mol=8.2 homo_lumo_gap_ev=11.36 charge=+1 mol_weight_g_mol=126.2
C 0.08109 0.67816 2.33499
C -0.02943 1.07802 0.87407
C -1.47742 0.93426 0.37724
C -1.91970 -0.54658 0.23438
O -1.44770 1.58254 -0.88456
N 0.85034 0.18217 0.01829
H -0.71395 1.21345 2.85131
H -0.07409 -0.38394 2.54221
H 1.04002 0.91910 2.79311
H 0.35051 2.08071 0.70714
H -2.09319 1.48151 1.09428
H -2.44697 -0.61567 -0.71391
H -1.10796 -1.23655 0.41705
H -2.69391 -0.83377 0.94991
H -2.15538 1.28851 -1.43321
H 1.78424 0.58283 0.10642
H 1.00826 -0.78777 0.32947
H 0.71371 0.16740 -1.00285
H 2.94466 -2.30827 1.30731
H 2.50935 -2.81180 -0.03111
O 2.52548 -1.97782 0.47800
H 1.52807 -1.05285 -3.22559
H 0.02537 -1.18737 -3.57547
O 0.63803 -0.92077 -2.87984

=====

(2)
6
Properties=species:S:1:pos:R:3 method="wB97M-V/def2-TZVPD" e_lumo_ev="-8.254 / -8.254" e_above_lowest_kcal_mol=0.0 homo_lumo_gap_ev="6.43 / 6.43" charge=+1 mol_weight_g_mol=269.0
H 0.62940 -1.40812 0.41827
O 1.40636 -0.12715 -0.09261
C 0.11394 -0.57393 -0.32360
C -0.81639 0.37705 -0.07889
F -2.08763 -0.02864 0.30192
Bi 0.75433 1.76078 -0.22509

=====

(3)
57
Properties=species:S:1:pos:R:3 method="wB97M-V/def2-TZVPD" e_lumo_ev="-4.493 / -4.252" e_above_lowest_kcal_mol=3.4 homo_lumo_gap_ev="6.69 / 6.93" spin_multiplicity=2 s2=0.774 charge=+1 mol_weight_g_mol=557.5
V 0.09208 -0.06620 0.19328
C 0.00723 3.91000 2.00186
C -0.21285 2.54058 1.45210
N 0.67207 1.82847 0.81745
O 1.95395 2.30102 0.60302
C -1.50588 1.90580 1.60976
C -2.73283 2.48320 2.21529
N -1.52184 0.70365 1.07964
O -2.55727 -0.01053 1.06244
H 1.00928 4.31314 1.87967
H -0.22814 3.91349 3.06682
H -0.68237 4.60371 1.51792
H 2.04473 3.13182 1.08089
H -2.56844 3.48624 2.60262
H -3.08757 1.84538 3.02682
H -3.53507 2.51760 1.47516
O -0.48429 -1.62878 -0.02440
C -0.64116 -2.89124 0.49496
C -1.25190 -3.86825 -0.25780
C -1.38380 -5.13222 0.29387
C -0.91028 -5.39261 1.57485
C -0.30507 -4.38773 2.30959
C -0.16040 -3.10907 1.77712
C 0.47638 -2.01463 2.51588
N 0.65264 -0.76038 2.11263
C 1.32430 -0.10137 3.12433
C 1.54975 -0.96088 4.14299
N 1.00634 -2.15860 3.74395
H -1.61098 -3.63713 -1.25083
H -1.85835 -5.91686 -0.27899
H -1.01380 -6.38041 2.00129
H 0.05299 -4.61576 3.30535
H 1.62301 0.92688 3.03645
H 2.04180 -0.83623 5.09051
H 1.02395 -3.01247 4.27337
O 1.93857 -0.23674 -0.31597
N 2.45371 -1.43835 -0.00906
C 3.59655 -1.61532 -0.56822
C 4.27030 -2.86333 -0.30947
N 4.79146 -3.86314 -0.09617
C 4.17953 -0.61316 -1.43274
N 4.64129 0.18538 -2.11546
N -0.57494 2.98370 -6.15080
C -1.54723 2.39316 -5.44084
S -3.08969 2.28066 -5.96361
C -1.11665 1.83073 -4.09869
C -2.04091 1.14329 -3.32134
C -1.65946 0.63001 -2.10342
N -0.40811 0.76968 -1.63113
C 0.49538 1.43061 -2.36773
C 0.17301 1.96972 -3.59591
H -0.81523 3.35668 -7.05440
H 0.38663 3.01977 -5.86765
H -3.05274 1.01685 -3.67891
H -2.35640 0.09984 -1.46472
H 1.49588 1.50330 -1.96055
H 0.96085 2.48702 -4.12312